(1)
Here is an isolated molecule of C2H5NO5S2 from the Open Molecules 2025 dataset. Energies are from ωB97M-V with the def2-TZVPD basis set.

```
15
Properties=species:S:1:pos:R:3
C 1.2397 -0.6753 0.2362
C 0.8025 0.4370 -0.6321
N -2.1494 -0.7993 -0.2669
O -2.2510 -1.0342 -1.4232
O -2.6218 -1.2642 0.7216
O -1.3353 1.8868 -1.0630
O -0.8041 1.3214 1.2821
O 0.3766 -1.7756 -0.0137
S 1.9021 1.8222 -0.4058
S -0.8572 0.9668 -0.1063
H 0.9844 -0.2194 1.2895
H 2.2655 -0.9236 0.3165
H 0.6660 0.3691 -1.7324
H 0.3384 -2.0702 0.9693
H 1.4435 1.9584 0.8282
```

Values from the calculation:
SMILES ... O=[N+]([O-])S(=O)(=O)[C@@H](S)CO
HOMO energy (spin up / spin down) ... -0.366 / -0.366 Eh
Spin multiplicity ... 1
Energy relative to the best compared isomer or geometry (same formula, charge and spin) ... 0.0000 eV
Energy ... -1306.352458 a.u.

(2)
Here is a structure of composition C3H7N3 from the Open Molecules 2025 dataset. Energies are from ωB97M-V with the def2-TZVPD basis set.

```
13
Properties=species:S:1:pos:R:3
C 0.3735 -0.2714 -1.5712
C 0.2982 -0.0745 1.3648
C -0.5014 0.1674 -0.4243
N -0.4520 -1.0917 1.6882
N 1.2692 0.6116 1.6843
N -1.3636 1.1046 -0.4520
H -0.3824 -1.4560 2.6414
H -0.8889 -0.9369 0.5420
H 1.2910 1.6016 1.4810
H -1.4436 1.5379 -1.3816
H 0.2576 0.3796 -2.4437
H 0.1200 -1.2944 -1.8615
H 1.4225 -0.2778 -1.2674
```

Values from the calculation:
HOMO energy ... -0.311 Eh
Spin multiplicity ... 1
Energy relative to the best compared isomer or geometry (same formula, charge and spin) ... 4.1389 eV
Energy ... -282.622151 a.u.

(3)
Here is a structure of composition C25H23N3NaO5Sb from the Open Molecules 2025 dataset. Energies are from ωB97M-V with the def2-TZVPD basis set.

```
58
Properties=species:S:1:pos:R:3
Na 0.5566 0.0667 -0.2678
O -2.9038 -3.2952 1.1212
C -3.7753 -2.9327 0.1753
C -4.8171 -3.8113 -0.1449
C -5.7296 -3.4893 -1.1330
C -5.6225 -2.2834 -1.8231
C -4.5921 -1.4093 -1.5009
C -3.6615 -1.7041 -0.5092
C -2.5620 -0.7326 -0.1449
O -1.7864 -1.0672 0.8303
N -2.5413 0.3837 -0.8197
N -1.4376 1.1735 -0.4979
C -1.6458 2.4254 -0.4826
C -0.5962 3.4279 -0.2251
C -0.8939 4.7629 -0.5042
C 0.0063 5.7970 -0.2924
C 1.2603 5.4724 0.2415
C 1.5871 4.1659 0.5450
C 0.6901 3.0766 0.3205
O 1.0233 1.8743 0.6125
H -2.2055 -2.5509 1.0999
H -4.8746 -4.7504 0.3945
H -6.5259 -4.1859 -1.3725
H -6.3337 -2.0267 -2.5990
H -4.4829 -0.4598 -2.0124
H -2.6574 2.7977 -0.6700
H -1.8783 4.9869 -0.9111
H -0.2541 6.8211 -0.5318
H 1.9854 6.2587 0.4238
H 2.5562 3.9158 0.9633
C -0.3255 -0.7425 4.6817
Sb 0.2294 0.2889 2.8292
C -1.4384 1.6277 3.0010
C 1.5521 1.6156 3.9278
H -0.5796 -0.0220 5.4652
H 0.5116 -1.3612 5.0198
H -1.1844 -1.3961 4.4997
H -1.4572 2.0479 4.0096
H -2.3625 1.0792 2.8011
H -1.3375 2.4296 2.2654
H 1.0079 2.1207 4.7318
H 1.9486 2.3575 3.2282
H 2.3851 1.0512 4.3573
O 2.7424 -2.9942 0.0447
C 2.8303 -2.3291 -0.9738
N 2.0113 -1.3116 -1.3980
C 2.4866 -0.8307 -2.5922
O 2.0218 0.0734 -3.2686
C 3.7221 -1.6194 -2.9987
C 4.5475 -1.5420 -4.0998
C 5.6152 -2.4400 -4.1749
C 5.8279 -3.3791 -3.1670
C 4.9780 -3.4416 -2.0594
C 3.9320 -2.5455 -2.0036
H 4.3696 -0.8041 -4.8750
H 6.2867 -2.4085 -5.0257
H 6.6622 -4.0673 -3.2461
H 5.1287 -4.1646 -1.2654
```

Values from the calculation:
HOMO energy ... -0.064 Eh
Spin multiplicity ... 1
Energy relative to the best compared isomer or geometry (same formula, charge and spin) ... 0.5291 eV
Charge ... -2
Energy ... -1909.628689 a.u.

(4)
Here is a structure of composition C45H52FeN8O2S2Te from the Open Molecules 2025 dataset. Energies are from ωB97M-V with the def2-TZVPD basis set.

```
111
Properties=species:S:1:pos:R:3
Fe 0.3011 -1.9646 0.6816
C 4.8323 -3.0340 1.0582
C 3.3282 -3.0428 1.1015
N 2.6220 -2.0625 0.6802
N 3.3617 -0.9932 0.1449
C 2.6851 -0.3220 -0.6995
S 1.0374 -0.6865 -1.1701
S 3.3891 1.0948 -1.5003
C 5.0732 0.4685 -1.8057
C 5.1404 -0.4819 -2.9661
C 5.4668 -0.0178 -4.2349
C 5.4950 -0.8799 -5.3202
C 5.1909 -2.2220 -5.1479
C 4.8647 -2.6946 -3.8850
C 4.8427 -1.8316 -2.8007
C 2.6251 -4.2555 1.5639
C 3.2113 -5.0938 2.5185
C 2.5932 -6.2498 2.9572
C 1.3663 -6.6054 2.3992
C 0.7616 -5.8082 1.4519
C 1.3496 -4.6012 1.0241
O 0.7067 -3.8176 0.2021
H 5.2229 -2.0414 1.2665
H 5.1649 -3.3113 0.0556
H 5.2616 -3.7542 1.7450
H 5.4234 0.0164 -0.8793
H 5.6703 1.3596 -1.9997
H 5.6981 1.0311 -4.3753
H 5.7527 -0.5032 -6.3008
H 5.2090 -2.8960 -5.9934
H 4.6229 -3.7394 -3.7420
H 4.5796 -2.2046 -1.8206
H 4.1647 -4.8227 2.9494
H 3.0621 -6.8733 3.7051
H 0.8728 -7.5141 2.7200
H -0.2033 -6.0598 1.0343
C -0.9617 1.2767 4.7430
N 0.2054 1.5036 3.9077
C 0.3351 2.7976 3.2779
C 0.9495 0.4525 3.4191
N 1.6504 0.4045 2.3613
N 0.9388 -0.6424 4.2898
C 0.9070 -1.9742 3.9297
N 1.2588 -2.8042 4.9777
N 0.4837 -2.4003 2.8055
H -1.6957 2.0540 4.5331
H -0.7297 1.3175 5.8123
H -1.4298 0.3202 4.5146
H 0.0457 3.5742 3.9869
H -0.2860 2.8934 2.3789
H 1.3742 2.9736 2.9998
H 1.4641 1.2058 1.7658
H 0.9020 -0.4459 5.2758
H 1.9557 -2.4411 5.6086
H 1.4275 -3.7640 4.7093
H 0.5010 -3.4167 2.8056
C 0.6325 6.2314 -4.5755
C 0.2764 5.1180 -3.6311
C 0.3843 5.2773 -2.2610
C 0.0554 4.2545 -1.3740
C 0.2528 4.5192 0.0968
C -0.4128 3.0365 -1.8877
Te -0.8567 1.5121 -0.4606
N -1.0407 -0.5954 0.8824
C -1.9376 -1.4069 1.3816
O -1.7130 -2.6558 1.2600
C -3.1312 -0.9204 2.1243
C -4.0716 -1.8310 2.5869
C -5.1841 -1.3819 3.2830
C -5.3604 -0.0243 3.5141
C -4.4202 0.8884 3.0521
C -3.3064 0.4382 2.3622
C -2.8246 1.0975 -1.1276
C -3.1921 -0.1105 -1.7285
C -2.2603 -1.2557 -2.0220
C -4.5280 -0.2674 -2.0992
C -5.4854 0.7082 -1.8848
C -6.9190 0.4914 -2.2774
C -5.0845 1.8936 -1.2855
C -3.7692 2.1089 -0.8993
C -3.4259 3.4196 -0.2467
C -0.4912 2.8397 -3.2724
C -0.8994 1.5358 -3.8845
C -0.1571 3.8911 -4.1153
H 0.9713 7.1146 -4.0361
H -0.2256 6.5173 -5.1857
H 1.4278 5.9254 -5.2567
H 0.7367 6.2224 -1.8629
H 0.4127 5.5833 0.2669
H 1.1277 3.9915 0.4842
H -0.6019 4.2116 0.6977
H -3.9111 -2.8825 2.3916
H -5.9155 -2.0913 3.6454
H -6.2323 0.3229 4.0530
H -4.5547 1.9474 3.2327
H -2.5542 1.1389 2.0123
H -1.2565 -0.9210 -2.2705
H -2.6385 -1.8243 -2.8723
H -2.1906 -1.9415 -1.1779
H -4.8196 -1.1990 -2.5719
H -7.0341 -0.4232 -2.8568
H -7.2952 1.3224 -2.8752
H -7.5557 0.4106 -1.3947
H -5.8140 2.6753 -1.1041
H -4.3328 3.9914 -0.0571
H -2.7683 4.0233 -0.8768
H -2.9227 3.2732 0.7122
H -0.3030 0.7157 -3.4851
H -0.7457 1.5609 -4.9618
H -1.9514 1.3126 -3.6944
H -0.2248 3.7396 -5.1866
```

Values from the calculation:
HOMO energy (spin up / spin down) ... -0.258 / -0.271 Eh
Expectation value of S² ... 6.371
Spin multiplicity ... 5
Energy relative to the best compared isomer or geometry (same formula, charge and spin) ... 1.6997 eV
Energy ... -4662.582439 a.u.